1.
{"formula": "C27H28ClF6N2O18PS", "method": "ωB97M-V with the def2-TZVPD basis set", "e_lumo_ev": -1.137, "total_energy_ev": -117241.369, "homo_lumo_gap_ha": 0.303, "smiles": "CCCCc1cnc2c(P(O)Cl)c(S(=O)(=O)F)ccc2n1.O=C1OC[C@@H](F)O1.O=C1OC[C@@H](F)O1.O=C1OC[C@@H](F)O1.O=C1OC[C@@H](F)O1.O=C1OC[C@@H](F)O1", "symbols": ["C", "C", "C", "C", "C", "C", "N", "C", "C", "P", "O", "Cl", "C", "S", "O", "O", "F", "C", "C", "C", "N", "H", "H", "H", "H", "H", "H", "H", "H", "H", "H", "H", "H", "H", "O", "C", "O", "C", "C", "F", "O", "H", "H", "H", "O", "C", "O", "C", "C", "F", "O", "H", "H", "H", "O", "C", "O", "C", "C", "F", "O", "H", "H", "H", "O", "C", "O", "C", "C", "F", "O", "H", "H", "H", "O", "C", "O", "C", "C", "F", "O", "H", "H", "H"], "coordinates": [[3.38873, -0.51939, 0.31297], [3.96761, -1.93937, 0.14801], [2.93371, -3.01224, -0.19010], [1.93472, -3.32489, 0.94384], [0.78540, -2.36054, 0.90088], [0.63098, -1.39416, 1.93302], [-0.30049, -0.49204, 1.98514], [-1.16313, -0.54120, 0.91673], [-2.20949, 0.42278, 0.82541], [-2.43257, 1.75202, 2.09194], [-2.28149, 0.93802, 3.48626], [-0.63507, 2.77777, 1.97633], [-3.07233, 0.39102, -0.25488], [-4.41288, 1.53798, -0.57993], [-5.35330, 0.84608, -1.39414], [-3.85357, 2.72426, -1.13678], [-5.11818, 1.84504, 0.75321], [-2.96980, -0.59610, -1.26118], [-1.96257, -1.51684, -1.15959], [-1.04178, -1.50298, -0.09403], [-0.04657, -2.43831, -0.09594], [3.21760, -0.31722, 1.36827], [4.03919, 0.24163, -0.10178], [2.41596, -0.44184, -0.17173], [4.70687, -1.90496, -0.64187], [4.45829, -2.22576, 1.07660], [3.48667, -3.91684, -0.43952], [2.39460, -2.72891, -1.09224], [1.52021, -4.30068, 0.70600], [2.42645, -3.31687, 1.91124], [1.35867, -1.39829, 2.73402], [-1.34150, 0.75091, 3.63737], [-3.67279, -0.61117, -2.07500], [-1.86040, -2.27407, -1.92064], [3.26520, -2.33053, 6.57576], [2.39553, -1.54273, 6.44675], [1.94164, -0.71213, 7.41260], [0.98545, 0.17694, 6.82497], [0.53569, -0.61084, 5.61922], [0.21106, 0.19679, 4.56869], [1.68954, -1.35227, 5.28406], [1.47947, 1.10642, 6.53765], [0.17774, 0.39683, 7.51791], [-0.28980, -1.29289, 5.81189], [6.86959, -1.80098, -1.12917], [7.20050, -2.75976, -1.73675], [8.28950, -2.83426, -2.53902], [8.42356, -4.19008, -2.97751], [7.01267, -4.70911, -2.82435], [6.98726, -6.02396, -2.49917], [6.52778, -3.94892, -1.73256], [9.11923, -4.71827, -2.32436], [8.78767, -4.23336, -4.00035], [6.37198, -4.54394, -3.69225], [-1.31331, 6.35617, -5.57683], [-2.09861, 5.69463, -4.97949], [-1.80705, 4.53161, -4.35897], [-2.97504, 4.11405, -3.63272], [-4.07477, 4.83377, -4.37618], [-5.09494, 5.18741, -3.55553], [-3.41195, 6.00874, -4.82710], [-2.89774, 4.44533, -2.59910], [-3.08113, 3.03425, -3.65151], [-4.47616, 4.29627, -5.23474], [-5.09284, 4.13153, -7.52754], [-4.31343, 4.78232, -8.13997], [-3.13267, 5.22475, -7.65263], [-2.41693, 5.84833, -8.72293], [-3.53578, 6.21688, -9.66764], [-3.14482, 6.16478, -10.96403], [-4.48803, 5.19322, -9.42547], [-1.72862, 5.12953, -9.16892], [-1.85491, 6.70527, -8.36228], [-3.99383, 7.18743, -9.47160], [-0.65934, -1.88676, 9.74646], [-1.35598, -2.40769, 8.94900], [-1.64662, -1.88400, 7.72338], [-2.40187, -2.86466, 6.99818], [-2.98416, -3.69999, 8.11444], [-3.12598, -4.99597, 7.75252], [-1.98971, -3.60073, 9.11819], [-1.73171, -3.44946, 6.36542], [-3.15810, -2.39051, 6.37755], [-3.93305, -3.33224, 8.50809]], "forces_ev_per_angstrom": [[-0.30, -0.60, 0.25], [-0.52, 0.40, -0.12], [0.57, 0.13, 0.24], [-0.16, 0.25, -1.03], [0.18, -0.39, 0.09], [0.26, 0.35, 0.59], [-0.28, -0.47, -0.94], [-0.51, 0.49, 0.00], [0.24, 0.42, -0.04], [-0.66, 0.35, 0.14], [0.26, 0.39, -0.16], [0.00, -0.25, -0.11], [-0.17, -0.18, 0.77], [0.54, -0.35, -2.29], [-0.31, -0.18, 0.51], [0.02, 0.33, 0.95], [0.03, 0.04, 0.42], [0.48, -0.12, 0.41], [-0.39, 0.20, -0.37], [0.04, -0.24, -0.23], [-0.16, 0.28, 0.18], [0.02, 0.29, 0.08], [0.13, 0.11, 0.05], [-0.03, 0.14, -0.22], [0.13, -0.19, 0.06], [0.33, -0.06, -0.03], [-0.04, -0.19, 0.06], [-0.21, 0.00, -0.06], [-0.06, -0.23, 0.36], [0.04, -0.13, 0.14], [0.04, 0.00, 0.16], [0.00, -0.50, 0.10], [-0.07, -0.06, -0.09], [0.13, -0.14, -0.02], [0.08, -0.03, -0.07], [0.17, 0.07, 0.12], [-0.11, 0.00, -0.24], [-0.13, 0.15, 0.28], [0.18, 0.19, -0.13], [0.27, -0.02, 0.27], [-0.21, -0.14, 0.20], [-0.01, -0.04, -0.16], [0.09, -0.20, 0.15], [-0.11, 0.09, -0.11], [0.20, 0.04, -0.01], [0.09, 0.06, 0.14], [-0.12, -0.17, -0.02], [0.21, 0.05, -0.21], [0.07, -0.17, 0.28], [-0.04, 0.05, 0.02], [-0.04, 0.16, -0.33], [-0.12, -0.09, 0.06], [-0.02, 0.21, 0.00], [-0.03, -0.12, 0.00], [0.03, 0.07, -0.02], [0.09, 0.15, 0.04], [-0.21, 0.02, -0.05], [0.13, -0.18, 0.04], [-0.08, 0.13, 0.25], [0.05, 0.09, -0.04], [0.07, -0.26, -0.15], [-0.11, 0.08, -0.01], [0.17, 0.00, -0.13], [-0.11, 0.03, 0.01], [-0.01, -0.09, 0.03], [0.03, -0.12, -0.01], [-0.13, -0.07, -0.22], [0.33, 0.24, 0.19], [0.09, -0.26, -0.20], [-0.07, -0.03, 0.03], [-0.04, 0.28, 0.24], [-0.10, -0.01, -0.14], [-0.10, -0.05, 0.24], [0.01, 0.03, -0.12], [0.09, 0.04, 0.00], [0.16, 0.00, 0.10], [-0.15, -0.26, -0.02], [-0.11, 0.24, -0.26], [0.22, -0.27, -0.04], [0.02, 0.03, 0.06], [-0.23, 0.31, -0.05], [-0.03, -0.16, 0.11], [0.05, 0.18, 0.10], [-0.05, -0.11, -0.02]]}


2.
{"formula": "C27H28DyN2Si", "method": "ωB97M-V with the def2-TZVPD basis set", "e_lumo_ev": [-3.962, -3.953], "total_energy_ev": -63385.180, "homo_lumo_gap_ha": [0.261, 0.258], "de_lowest_ev": 0.000, "multiplicity": 6, "charge": 1, "symbols": ["C", "C", "C", "H", "C", "C", "H", "H", "H", "H", "Dy", "C", "H", "H", "H", "Si", "C", "C", "H", "C", "H", "C", "H", "C", "H", "C", "H", "C", "C", "H", "C", "H", "C", "H", "C", "H", "C", "H", "H", "H", "N", "C", "C", "C", "C", "C", "C", "C", "C", "N", "C", "H", "H", "H", "H", "H", "H", "H", "H"], "coordinates": [[-0.61524, 0.13256, -1.15616], [0.65350, 0.75783, -1.38951], [1.67859, -0.20235, -1.16165], [0.79828, 1.76917, -1.78724], [1.03487, -1.48044, -0.89187], [-0.39764, -1.25717, -0.92891], [-1.17348, -2.03370, -0.85234], [-1.57360, 0.66339, -1.12396], [2.75895, -0.02808, -1.20977], [1.53635, -2.44455, -0.77645], [0.49314, -0.16088, 1.04640], [2.01570, 0.94454, 2.30106], [3.06702, 0.64779, 2.41972], [1.49875, 1.02290, 3.29867], [1.82846, 2.03313, 1.92738], [0.19899, 4.43230, 1.18686], [-1.34318, 4.63769, 0.13381], [-1.89040, 4.28589, -1.12260], [-1.32278, 3.65219, -1.84368], [-3.16913, 4.73593, -1.52210], [-3.63855, 4.43163, -2.47520], [-3.88655, 5.62763, -0.68599], [-4.83624, 6.09858, -0.99799], [-3.35643, 5.99998, 0.56437], [-3.87908, 6.64766, 1.28222], [-2.08949, 5.55486, 0.91629], [-1.66552, 5.99429, 1.82900], [1.77581, 4.30141, 0.17870], [1.58229, 5.25679, -0.80099], [0.62962, 5.75807, -0.81778], [2.43494, 5.38448, -1.89424], [2.27134, 6.23564, -2.54161], [3.33806, 4.38221, -2.18699], [3.83521, 4.37423, -3.13553], [3.55065, 3.40252, -1.23784], [4.23962, 2.60441, -1.46823], [2.81614, 3.37968, -0.06029], [2.98373, 2.49886, 0.55084], [0.14008, 2.91516, 1.24325], [0.47329, 5.43151, 2.27281], [0.60924, -2.07401, 2.19196], [-0.76966, -2.47253, 2.42259], [-1.05917, -3.81018, 2.57338], [-2.38026, -4.18381, 2.85137], [-3.36883, -3.24196, 2.98444], [-3.10036, -1.86029, 2.79594], [-4.07627, -0.85206, 2.77036], [-3.80802, 0.43064, 2.35767], [-2.50642, 0.73100, 1.99733], [-1.52975, -0.20520, 2.04652], [-1.77909, -1.49249, 2.47686], [1.17082, -1.96628, 3.04512], [1.13668, -2.82359, 1.73843], [-0.28169, -4.54862, 2.42712], [-2.60750, -5.23436, 2.95883], [-4.40113, -3.53550, 3.19644], [-5.08693, -1.12117, 3.03738], [-4.58258, 1.20180, 2.29535], [-2.22580, 1.72661, 1.68156]], "forces_ev_per_angstrom": [[0.27, -0.23, -1.05], [-0.12, -0.53, 0.01], [-0.68, -0.89, -0.70], [0.02, -0.33, 0.70], [-0.57, 0.61, -1.39], [0.72, -0.37, -1.13], [0.46, 0.50, 0.18], [0.36, -0.37, -0.33], [-0.56, -0.08, -0.06], [-0.17, 0.40, -0.08], [1.54, 3.56, 1.03], [-0.44, 2.16, 0.83], [-0.25, 0.46, -0.04], [0.49, -0.47, -0.42], [0.89, -1.96, 0.52], [1.48, -2.49, -1.42], [-0.52, 2.23, 0.64], [0.03, -0.65, -0.33], [-0.42, 0.44, 0.76], [-0.01, 0.58, 0.69], [0.63, 0.20, 0.56], [0.11, 0.06, 0.39], [0.54, -0.65, 0.07], [-0.20, -0.05, -0.59], [0.07, -0.15, -0.70], [-0.45, -0.13, -0.08], [-0.20, -0.41, -0.23], [-0.18, 0.13, -0.74], [0.77, -0.03, -0.72], [0.16, 1.02, 0.03], [-0.72, 0.23, -0.38], [0.03, -0.20, -0.37], [-0.04, 0.79, 0.37], [0.42, 0.05, -0.23], [-0.29, -0.23, 0.05], [0.14, -0.13, 0.17], [-0.17, -0.48, 0.10], [0.02, 0.45, 0.27], [-0.54, 0.03, 1.44], [-0.72, -0.63, -0.11], [0.80, -2.05, 0.96], [0.98, -1.12, 0.43], [-0.29, 0.99, -0.15], [-0.48, -0.10, 0.05], [-0.49, -0.01, 0.25], [0.55, -0.66, -0.19], [-0.65, 0.20, -0.11], [-0.66, -0.06, 0.32], [1.46, -1.55, 0.25], [-1.81, 0.84, 1.09], [-0.79, 1.21, -0.69], [-0.66, 0.33, 0.18], [-0.47, 0.04, -0.25], [0.00, -0.03, 0.20], [-0.12, -0.01, 0.02], [0.40, 0.00, -0.03], [-0.16, -0.05, 0.03], [0.30, -0.41, 0.11], [0.16, 0.03, -0.19]]}


3.
{"formula": "C27H28N2O6OsSSi", "method": "ωB97M-V with the def2-TZVPD basis set", "e_lumo_ev": [-0.244, -1.964], "total_energy_ev": -64901.182, "homo_lumo_gap_ha": [0.302, 0.253], "de_lowest_ev": 0.000, "multiplicity": 5, "symbols": ["Os", "O", "C", "C", "C", "N", "C", "C", "C", "O", "O", "C", "O", "O", "H", "H", "H", "C", "C", "C", "C", "C", "C", "C", "C", "S", "C", "N", "C", "C", "C", "C", "C", "C", "C", "C", "H", "H", "H", "H", "H", "H", "H", "H", "H", "H", "H", "H", "H", "H", "H", "H", "C", "Si", "C", "C", "O", "H", "H", "H", "H", "H", "H", "H", "H", "H"], "coordinates": [[0.03892, 1.81728, -0.85730], [1.56807, 1.49392, 5.10544], [1.30362, 1.63629, 3.79455], [2.14727, 1.11811, 2.80514], [1.76284, 1.29673, 1.49568], [0.62894, 1.91135, 1.19369], [-0.11075, 2.53743, 2.10590], [0.17853, 2.38944, 3.44363], [-1.09858, 3.53808, 1.47043], [-2.00561, 3.97871, 2.15518], [-0.78106, 3.81190, 0.26626], [2.59800, 1.01530, 0.25657], [3.66712, 0.46542, 0.31677], [2.04256, 1.50386, -0.83612], [2.38435, 0.99720, 5.23273], [3.08920, 0.63756, 3.03472], [-0.42016, 2.88989, 4.19020], [3.08493, -2.91657, 2.78097], [1.71888, -3.47067, 2.35156], [0.62456, -2.77974, 3.17165], [1.66554, -4.97313, 2.65203], [1.56109, -3.19184, 0.85788], [2.14758, -4.04479, -0.09572], [2.12536, -3.77287, -1.44780], [1.50449, -2.60408, -1.87427], [1.34847, -1.93243, -3.46504], [0.51503, -0.57017, -2.78479], [0.33783, -0.61900, -1.50073], [0.90043, -1.75325, -0.94825], [0.92116, -2.04932, 0.41270], [0.12315, 0.59458, -3.58547], [-0.04608, 0.50426, -4.96376], [-0.41218, 1.62470, -5.68903], [-0.61040, 2.83583, -5.04032], [-0.45224, 2.92766, -3.66324], [-0.08124, 1.81161, -2.91791], [3.21120, -3.01213, 3.86126], [3.18115, -1.86676, 2.50147], [3.89598, -3.45876, 2.29394], [0.70103, -3.08842, 4.21451], [-0.37112, -3.04094, 2.81199], [0.72045, -1.69318, 3.14940], [1.68940, -5.13240, 3.73067], [2.51580, -5.50741, 2.23043], [0.75106, -5.42296, 2.26375], [2.64547, -4.94537, 0.23164], [2.59316, -4.44701, -2.15146], [0.44397, -1.36311, 1.09705], [0.09310, -0.44428, -5.46787], [-0.54892, 1.55252, -6.75913], [-0.89532, 3.71217, -5.60750], [-0.61972, 3.87754, -3.16811], [-3.86258, 0.82501, -2.51842], [-3.41883, 1.78406, -0.97512], [-3.75118, 3.59977, -1.19944], [-4.30770, 1.11771, 0.52155], [-1.79009, 1.51576, -0.71532], [-4.94621, 0.74803, -2.62153], [-3.45442, -0.18537, -2.48945], [-3.47340, 1.31803, -3.41048], [-4.78088, 3.73576, -1.53947], [-3.08538, 4.04110, -1.94023], [-3.60689, 4.14672, -0.26791], [-5.37710, 1.31815, 0.43663], [-3.94915, 1.61363, 1.42469], [-4.17248, 0.04290, 0.63851]], "forces_ev_per_angstrom": [[0.09, 0.37, -0.11], [-0.02, 0.02, -0.03], [-0.01, 0.00, 0.01], [-0.02, 0.06, -0.10], [0.15, -0.08, 0.09], [-0.06, -0.09, 0.03], [-0.04, 0.09, 0.09], [0.00, 0.03, -0.08], [-0.07, -0.07, 0.15], [0.00, 0.00, 0.05], [0.05, -0.11, -0.14], [0.09, -0.07, -0.01], [-0.07, 0.01, 0.06], [0.02, 0.04, -0.04], [0.01, -0.01, 0.00], [0.01, -0.02, -0.01], [-0.01, 0.01, 0.02], [0.02, -0.04, 0.00], [-0.03, -0.02, -0.01], [0.03, 0.01, -0.01], [-0.02, 0.02, 0.00], [0.00, 0.03, 0.00], [0.01, 0.02, 0.01], [-0.02, 0.02, -0.02], [-0.05, -0.04, 0.03], [0.01, -0.01, 0.05], [-0.01, -0.07, -0.05], [-0.03, 0.09, -0.11], [0.01, -0.01, 0.06], [0.05, -0.07, -0.03], [-0.04, 0.04, -0.06], [0.03, 0.01, 0.05], [-0.01, 0.03, -0.01], [0.00, 0.01, 0.02], [0.04, -0.01, 0.00], [0.00, -0.08, -0.01], [0.01, -0.01, 0.04], [-0.01, 0.05, 0.01], [0.03, -0.01, -0.02], [0.01, 0.00, 0.03], [-0.04, -0.02, 0.00], [0.00, 0.04, -0.01], [0.01, 0.00, 0.02], [0.01, -0.01, -0.02], [-0.03, -0.01, -0.01], [0.03, -0.03, 0.01], [0.01, -0.02, -0.02], [-0.04, 0.04, 0.02], [0.01, -0.02, -0.01], [0.00, 0.00, -0.02], [-0.01, 0.01, -0.01], [-0.01, 0.00, -0.01], [0.02, 0.08, 0.07], [0.00, -0.03, -0.02], [0.01, -0.09, 0.05], [0.04, 0.08, -0.07], [-0.16, -0.16, 0.12], [-0.05, 0.01, -0.03], [0.02, -0.06, 0.04], [0.04, 0.03, -0.04], [-0.02, 0.05, 0.00], [0.03, -0.01, -0.09], [0.00, -0.01, 0.06], [-0.06, -0.01, 0.01], [0.02, 0.04, 0.03], [0.03, -0.06, -0.02]]}